No. 1
{"formula": "C49H110KN6O4P", "method": "ωB97M-V/def2-TZVPD", "energy_ha": -3499.06431, "relative_energy_kcal_mol": 2188.69, "homo_ev": -17.16, "orbital_gap_ev": 8.6, "total_charge": 4, "species": ["K", "P", "O", "O", "O", "O", "C", "C", "C", "N", "C", "C", "C", "C", "C", "H", "H", "H", "H", "H", "H", "H", "H", "H", "H", "H", "H", "H", "H", "H", "H", "H", "H", "C", "C", "C", "N", "C", "C", "C", "C", "C", "H", "H", "H", "H", "H", "H", "H", "H", "H", "H", "H", "H", "H", "H", "H", "H", "H", "H", "C", "C", "C", "N", "C", "C", "C", "C", "C", "H", "H", "H", "H", "H", "H", "H", "H", "H", "H", "H", "H", "H", "H", "H", "H", "H", "H", "C", "C", "C", "N", "C", "C", "C", "C", "C", "H", "H", "H", "H", "H", "H", "H", "H", "H", "H", "H", "H", "H", "H", "H", "H", "H", "H", "C", "C", "C", "N", "C", "C", "C", "C", "C", "H", "H", "H", "H", "H", "H", "H", "H", "H", "H", "H", "H", "H", "H", "H", "H", "H", "H", "C", "C", "C", "N", "C", "C", "C", "C", "C", "C", "H", "H", "H", "H", "H", "H", "H", "H", "H", "H", "H", "H", "H", "H", "H", "H", "H", "H", "H", "H"], "positions_angstrom": [[-0.04, -1.71, -2.05], [0.17, -0.54, -0.14], [0.83, -1.96, -0.28], [0.68, 0.31, 1.14], [-1.43, -0.70, -0.31], [0.78, 0.12, -1.47], [-5.24, -0.33, -0.69], [-4.21, 0.70, -0.05], [-3.10, -0.17, 0.71], [-2.11, 0.73, 1.62], [-1.22, -0.30, 2.35], [-2.88, 1.60, 2.64], [-2.41, 3.03, 2.50], [-1.97, 3.01, 0.99], [-1.24, 1.74, 0.81], [-5.94, -0.48, 0.13], [-4.67, -1.21, -1.00], [-5.67, 0.10, -1.59], [-4.76, 1.36, 0.62], [-3.92, 1.27, -0.94], [-2.41, -0.74, 0.09], [-3.54, -0.92, 1.36], [-0.43, -0.56, 1.65], [-1.90, -1.13, 2.52], [-0.79, 0.24, 3.20], [-2.81, 1.23, 3.66], [-3.95, 1.42, 2.52], [-1.51, 3.33, 3.03], [-3.13, 3.81, 2.76], [-1.38, 3.92, 0.87], [-2.88, 3.04, 0.39], [-0.22, 1.75, 1.19], [-1.28, 1.35, -0.21], [4.11, 2.54, -2.97], [3.97, 1.51, -1.83], [3.05, 0.34, -2.20], [3.15, -0.89, -1.26], [2.93, -0.45, 0.20], [4.54, -1.57, -1.50], [4.26, -3.05, -1.97], [2.94, -2.91, -2.61], [2.24, -2.06, -1.61], [4.63, 2.15, -3.85], [4.71, 3.37, -2.58], [3.22, 3.10, -3.27], [3.48, 2.10, -1.04], [4.88, 1.10, -1.40], [3.25, -0.02, -3.21], [2.02, 0.67, -2.26], [1.89, -0.13, 0.23], [3.66, 0.30, 0.49], [3.04, -1.38, 0.75], [5.10, -1.54, -0.56], [5.10, -0.97, -2.22], [4.12, -3.65, -1.07], [5.06, -3.44, -2.60], [2.37, -3.82, -2.78], [2.97, -2.30, -3.51], [1.95, -2.65, -0.73], [1.34, -1.70, -2.11], [-3.08, -3.31, 3.42], [-2.59, -3.88, 2.17], [-2.52, -2.81, 1.10], [-1.96, -3.30, -0.27], [-0.47, -3.53, -0.17], [-2.43, -2.31, -1.35], [-2.48, -3.14, -2.67], [-2.60, -4.61, -2.21], [-2.68, -4.59, -0.72], [-2.67, -3.75, 4.33], [-4.17, -3.38, 3.50], [-2.70, -2.31, 3.63], [-3.06, -4.79, 1.81], [-1.53, -4.07, 2.31], [-1.95, -1.91, 1.31], [-3.53, -2.42, 0.95], [-0.12, -3.67, -1.19], [-0.32, -4.45, 0.39], [-0.02, -2.62, 0.23], [-1.70, -1.49, -1.31], [-3.40, -1.93, -1.04], [-1.59, -2.95, -3.26], [-3.34, -2.81, -3.25], [-1.72, -5.17, -2.53], [-3.55, -5.01, -2.57], [-2.37, -5.53, -0.25], [-3.70, -4.47, -0.34], [-0.33, 4.72, 3.00], [0.41, 4.06, 1.83], [1.25, 2.82, 2.22], [2.14, 2.28, 1.14], [2.78, 1.00, 1.78], [3.22, 3.31, 0.58], [2.61, 3.82, -0.85], [1.58, 2.80, -1.25], [1.45, 1.73, -0.19], [-0.86, 5.66, 2.83], [0.47, 4.88, 3.73], [-1.05, 3.99, 3.37], [1.19, 4.75, 1.51], [-0.22, 3.90, 0.95], [0.66, 1.92, 2.38], [1.87, 2.87, 3.11], [3.53, 0.65, 1.06], [2.01, 0.30, 2.11], [3.27, 1.31, 2.70], [4.20, 2.84, 0.55], [3.28, 4.10, 1.33], [3.43, 3.86, -1.56], [2.19, 4.81, -0.68], [1.79, 2.32, -2.20], [0.63, 3.33, -1.33], [1.78, 0.76, -0.55], [0.41, 1.61, 0.13], [1.33, 1.42, 5.33], [1.95, 0.59, 4.19], [0.82, -0.16, 3.46], [1.15, -1.54, 2.74], [2.23, -1.44, 1.71], [-0.13, -2.24, 2.29], [0.18, -3.71, 2.07], [1.25, -4.00, 3.14], [1.69, -2.65, 3.74], [0.38, 1.92, 5.15], [2.10, 2.14, 5.64], [1.16, 0.75, 6.17], [2.60, -0.14, 4.68], [2.58, 1.14, 3.51], [0.47, 0.40, 2.59], [0.01, -0.25, 4.19], [1.86, -0.66, 1.04], [2.17, -2.32, 1.07], [3.21, -1.14, 2.08], [-0.53, -1.63, 1.49], [-0.90, -2.07, 3.04], [0.48, -3.90, 1.03], [-0.75, -4.24, 2.24], [2.14, -4.45, 2.68], [0.94, -4.67, 3.93], [2.75, -2.50, 3.94], [1.16, -2.43, 4.67], [-3.37, -1.16, -2.91], [-2.95, 0.30, -2.74], [-1.41, 0.44, -2.80], [-0.85, 1.86, -2.51], [0.71, 1.81, -2.76], [1.09, 1.70, -4.26], [0.26, 2.54, -5.29], [-1.17, 2.54, -4.99], [-1.44, 2.91, -3.50], [-1.03, 2.38, -1.04], [-2.93, -1.56, -3.82], [-4.41, -1.21, -3.23], [-3.36, -1.85, -2.06], [-3.36, 0.81, -1.86], [-3.29, 0.92, -3.57], [-1.17, 0.04, -3.79], [-0.93, -0.11, -1.99], [1.18, 1.06, -2.11], [1.05, 2.76, -2.34], [1.08, 0.70, -4.71], [2.13, 1.98, -4.43], [0.35, 2.14, -6.30], [0.62, 3.57, -5.30], [-1.65, 1.64, -5.36], [-1.57, 3.37, -5.58], [-2.49, 3.00, -3.23], [-0.97, 3.87, -3.31], [-0.61, 3.38, -0.96], [-0.55, 1.66, -0.37], [-2.11, 2.23, -0.99]], "mulliken_charge": [2.066, -0.595, -0.358, -0.630, 0.706, 0.161, -1.577, -0.314, 0.165, 1.163, 0.832, -0.759, -0.893, -0.164, -1.868, 0.481, 1.270, 0.463, 0.710, 0.682, -0.133, 0.760, -1.549, -0.589, -0.325, 0.616, 0.600, -1.070, 0.555, 0.704, 0.717, -0.373, -0.643, -2.313, 0.601, 0.308, 1.631, -0.068, -0.508, -0.774, -0.416, 0.352, 0.243, 0.621, 0.941, -0.143, 0.546, 1.035, -0.708, -1.746, 0.449, -0.089, 0.316, 0.568, 0.289, 0.550, 0.322, 0.416, 0.170, -0.714, -1.438, -0.383, -0.490, 1.517, -1.174, 0.063, -0.470, -1.465, -0.943, 0.497, 0.346, 0.312, 0.603, 0.166, -0.669, 0.940, 1.222, 0.825, -0.252, 0.076, -1.203, 0.142, 0.851, 0.451, 0.499, 0.429, 0.603, -0.843, -0.443, -0.517, 1.194, -0.105, -0.621, -0.723, -0.718, 2.300, 0.391, 0.505, 0.854, 0.569, -0.775, 0.396, 1.253, 0.035, -0.879, 1.002, 0.337, 0.632, 0.395, 0.238, 0.057, -0.131, -0.659, -0.804, -1.542, 0.181, -0.667, 1.509, 0.525, 0.086, 1.056, -1.689, -0.521, 0.274, 0.475, 0.439, 0.747, -1.360, 0.757, 0.722, -2.668, 0.331, 0.557, -1.063, 0.473, -0.743, 0.392, 0.388, 0.376, 0.549, 0.564, -1.579, 0.321, -0.528, 0.543, -0.180, -0.563, -1.199, -0.460, -1.041, -0.805, 0.790, 0.408, -0.041, -1.323, 0.820, 1.015, -2.470, -0.676, -0.739, 0.489, 0.153, 0.343, 0.351, 0.268, 0.567, 0.630, 0.465, -0.148, 1.014, 0.739]}

No. 2
{"formula": "C49H35BrF3N10O4S2V", "method": "ωB97M-V/def2-TZVPD", "energy_ha": -7350.63436, "relative_energy_kcal_mol": 37.42, "multiplicity": 2, "homo_ev": [-9.95, -9.97], "orbital_gap_ev": [6.3, 6.3], "total_charge": 1, "species": ["V", "N", "C", "N", "C", "N", "C", "C", "N", "C", "C", "N", "H", "H", "H", "H", "H", "F", "C", "F", "F", "C", "C", "C", "C", "N", "C", "S", "H", "H", "H", "Br", "C", "C", "C", "C", "C", "C", "N", "N", "C", "C", "C", "C", "O", "C", "N", "C", "C", "C", "C", "H", "H", "H", "H", "H", "H", "H", "H", "H", "O", "S", "C", "C", "C", "C", "C", "C", "C", "C", "C", "C", "C", "C", "C", "C", "H", "H", "H", "H", "H", "H", "H", "H", "H", "H", "H", "H", "H", "H", "O", "C", "N", "C", "O", "C", "C", "C", "C", "C", "C", "H", "H", "H", "H"], "positions_angstrom": [[-0.56, -2.20, -1.34], [2.06, -5.64, -1.05], [1.38, -4.87, -1.91], [0.70, -3.97, -1.23], [0.98, -4.26, 0.07], [1.82, -5.27, 0.20], [0.28, -3.51, 1.09], [0.25, -3.86, 2.44], [-0.54, -3.23, 3.28], [-1.29, -2.25, 2.80], [-1.24, -1.86, 1.47], [-0.45, -2.50, 0.61], [2.65, -6.45, -1.23], [1.40, -4.99, -2.98], [0.86, -4.66, 2.82], [-1.95, -1.75, 3.50], [-1.82, -1.02, 1.07], [0.06, -3.54, -6.21], [1.35, -3.41, -5.96], [1.94, -3.04, -7.10], [1.82, -4.65, -5.66], [1.71, -2.49, -4.82], [2.96, -1.90, -4.80], [3.37, -1.20, -3.67], [2.51, -1.15, -2.59], [1.31, -1.71, -2.59], [0.87, -2.35, -3.70], [-0.74, -2.91, -3.57], [3.61, -1.99, -5.66], [4.34, -0.73, -3.63], [2.77, -0.63, -1.68], [1.48, 7.34, 1.08], [0.20, 6.70, -0.15], [-1.10, 7.20, -0.12], [-2.03, 6.74, -1.03], [-1.68, 5.73, -1.93], [-0.37, 5.23, -1.94], [0.57, 5.73, -1.07], [-2.65, 5.31, -2.83], [-2.76, 4.16, -3.21], [-2.25, 3.00, -2.72], [-1.62, 2.12, -3.60], [-1.18, 0.89, -3.17], [-1.37, 0.46, -1.85], [-1.01, -0.72, -1.51], [-2.05, 1.32, -0.93], [-2.27, 0.88, 0.32], [-2.90, 1.65, 1.17], [-3.42, 2.91, 0.83], [-3.25, 3.36, -0.45], [-2.52, 2.59, -1.37], [-1.37, 7.95, 0.59], [-3.04, 7.11, -1.03], [-0.09, 4.48, -2.67], [1.59, 5.38, -1.11], [-1.46, 2.45, -4.61], [-0.70, 0.21, -3.86], [-3.03, 1.26, 2.16], [-3.98, 3.48, 1.56], [-3.69, 4.30, -0.76], [1.11, -0.33, 0.18], [2.07, -0.63, 1.27], [1.35, 0.04, 2.85], [1.14, 1.51, 2.92], [1.59, 2.24, 4.02], [1.30, 3.59, 4.13], [0.57, 4.23, 3.14], [0.16, 3.52, 2.02], [0.44, 2.17, 1.92], [3.43, 0.61, 1.10], [4.41, 0.30, 2.17], [4.87, -1.00, 2.31], [5.74, -1.34, 3.33], [6.17, -0.36, 4.21], [5.72, 0.94, 4.08], [4.84, 1.27, 3.07], [2.03, -0.31, 3.63], [0.40, -0.48, 2.94], [2.14, 1.74, 4.80], [1.62, 4.14, 5.00], [0.34, 5.27, 3.23], [-0.40, 4.01, 1.24], [0.10, 1.61, 1.05], [3.01, 1.61, 1.16], [3.86, 0.45, 0.10], [4.53, -1.76, 1.61], [6.08, -2.35, 3.42], [6.87, -0.62, 4.99], [6.07, 1.70, 4.76], [4.48, 2.29, 2.97], [-1.81, -4.81, -0.05], [-2.65, -3.96, -0.31], [-2.36, -2.85, -1.05], [-3.48, -2.05, -1.20], [-3.53, -1.05, -1.87], [-4.55, -2.65, -0.36], [-5.80, -2.18, -0.01], [-6.55, -2.95, 0.86], [-6.08, -4.16, 1.34], [-4.82, -4.64, 0.99], [-4.05, -3.85, 0.15], [-6.15, -1.23, -0.40], [-7.53, -2.60, 1.18], [-6.69, -4.74, 2.01], [-4.45, -5.58, 1.36]], "mulliken_charge": [0.268, 0.075, -0.353, 0.335, 0.175, -0.805, 0.253, -0.975, -0.559, -0.843, -0.168, 2.383, 0.208, 0.630, 0.601, 0.546, -0.272, -0.212, 0.813, -0.277, -0.260, -0.005, -0.627, -0.994, -0.386, 0.530, 0.540, -0.657, 0.520, 0.558, 0.188, -0.114, 0.040, -0.504, -0.245, 0.126, -0.146, -0.599, -0.592, -0.284, 0.035, -0.806, -0.454, -0.076, 0.730, -0.990, 0.560, -0.545, -1.250, -0.798, 1.293, 0.456, 0.498, 0.508, 0.441, 0.519, 0.554, 0.530, 0.490, 0.702, -0.746, 0.553, -0.977, 0.068, -0.482, -1.046, -0.651, -0.697, 0.517, -0.796, 0.316, -0.059, -0.908, -0.450, -0.755, -0.375, 0.684, 0.174, 0.510, 0.406, 0.567, 0.498, 0.475, 0.364, 0.684, 0.430, 0.419, 0.411, 0.413, 0.447, -0.672, 0.313, 0.803, -0.191, -0.597, 0.324, -0.549, -0.598, -0.504, -0.601, 0.019, 0.563, 0.425, 0.419, 0.547]}